The following is a DFT calculation (ωB97M-V/def2-TZVPD) of a cluster of 7 separate species, C40H40Br2N6O13P2 in total.

Cartesian coordinates (Å):
C (2.55150, 1.64977, -0.43953)
H (-6.55919, -0.00006, -6.46397)
H (1.05241, 1.09289, 2.54385)
O (7.00353, 3.42190, 2.57886)
H (-0.64141, 0.06657, 1.06260)
H (-4.40567, 5.84836, -7.05984)
C (1.02399, -7.27918, 9.28763)
C (0.80115, -6.37896, 10.32282)
C (-6.58733, 3.34057, -5.08518)
H (-2.39210, -2.55295, 6.76151)
C (0.24947, 0.51013, 0.64097)
C (6.37433, -2.99363, -2.47737)
N (-6.07287, 4.51387, -2.98544)
Br (-1.54097, -2.26713, -3.03286)
C (7.42836, -2.10224, -2.61860)
H (8.45378, -2.44262, -2.59652)
C (-3.77261, -1.04895, 6.09493)
C (-2.74890, -1.97400, 5.92159)
H (1.41363, -8.26568, 9.50548)
N (-0.44806, -3.41835, 8.43371)
H (-5.02810, 0.42022, 5.15682)
C (4.79175, -1.20958, -2.67183)
C (5.55704, 5.18870, 2.38820)
H (3.08894, 2.11408, 1.58081)
H (-6.93911, 2.39818, -6.97695)
C (-4.23257, -0.29992, 5.01725)
C (-0.34592, -1.11161, -5.43933)
C (5.01402, 7.87236, 2.04894)
H (-2.34528, -0.59237, -4.75745)
N (5.84431, 3.76432, 2.54603)
H (-4.78508, -0.06891, -6.23727)
H (7.96690, -0.04947, -2.91217)
H (-4.03543, 0.10729, 2.92565)
C (-5.93963, 4.38101, -4.43544)
O (-1.22344, -2.46036, 2.15066)
P (-5.80315, -2.32212, -6.07225)
H (-2.77874, -2.09621, -6.73534)
O (-0.59186, -2.64930, 9.35578)
C (0.44177, 0.49662, -0.73180)
H (-0.30321, 0.04368, -1.37251)
P (-4.12200, -2.99549, -4.82538)
C (-3.67453, -0.47718, 3.76013)
C (5.83787, -0.30885, -2.82411)
C (0.25751, -5.65329, 7.68969)
H (-5.85580, -0.14126, -4.81574)
H (0.92364, -7.62176, 7.17101)
C (-6.44190, 3.20644, -6.45815)
O (-0.68865, -3.14447, 7.27316)
O (-5.51093, 5.44363, -2.44998)
H (3.77027, -0.85831, -2.69283)
O (-7.18691, -2.82267, -5.24277)
C (0.04813, -4.75979, 8.73095)
C (6.60902, 6.08305, 2.25119)
H (-4.12453, -4.42056, -4.76065)
C (-5.65479, 4.10606, -7.16655)
C (5.05625, -2.56024, -2.49793)
C (0.75016, -6.91807, 7.97398)
C (-5.75587, -0.45645, -5.87191)
C (-2.52721, -2.50879, -5.74668)
H (-5.53729, 3.99366, -8.23725)
C (-2.65999, -1.41086, 3.59746)
H (-7.19846, 2.63564, -4.53925)
H (-4.21391, -0.91136, 7.07441)
O (-6.73492, 3.68520, -2.40128)
C (-2.18841, -2.15884, 4.66726)
Br (-1.48240, -4.17526, -6.06481)
N (-2.08497, -1.61840, 2.27068)
N (6.65863, -4.41849, -2.31522)
H (3.44638, 2.09304, -0.85347)
H (-0.15478, -0.08183, -5.12893)
H (0.14269, -4.41417, 10.85588)
C (1.59532, 1.06271, -1.25779)
H (7.14238, 8.13781, 1.96477)
H (5.62522, 0.74351, -2.96735)
N (1.81116, 1.02679, -2.70054)
C (1.20305, 1.08909, 1.47110)
O (7.82008, -4.76279, -2.28207)
H (0.45495, -1.70419, -4.97265)
H (3.42075, 4.91937, 2.47851)
C (2.35043, 1.66191, 0.93228)
C (0.31121, -5.11118, 10.04731)
O (0.94773, 0.52174, -3.38797)
C (-1.73021, -1.49685, -4.86507)
C (-5.01671, 5.14862, -6.50547)
H (1.01294, -6.66474, 11.34435)
C (6.33143, 7.43100, 2.07882)
C (4.23776, 5.61825, 2.36700)
H (-0.27450, -1.17745, -6.53401)
H (4.23751, -3.25645, -2.38300)
O (4.90304, 3.00377, 2.63127)
H (-1.39503, -2.88153, 4.53752)
C (7.15412, -0.75383, -2.79475)
C (-5.15888, 5.29166, -5.13294)
H (2.94488, 7.31578, 2.17581)
O (-2.50234, -0.93546, 1.35604)
O (5.71800, -5.17600, -2.22593)
H (7.63535, 5.74539, 2.27364)
H (4.80082, 8.92474, 1.90885)
H (-7.01678, -2.96790, -4.30612)
C (3.96910, 6.96834, 2.19680)
O (2.84234, 1.49457, -3.13586)
H (0.04660, -5.37812, 6.66605)
H (-4.66029, 6.10417, -4.62396)

Cartesian forces, eV/Å:
C 0.14 0.06 0.01
H 0.19 -0.35 0.08
H 0.01 0.00 -0.02
O 0.30 -0.03 0.01
H 0.08 0.07 -0.18
H -0.01 0.01 0.04
C -0.01 0.03 0.00
C -0.01 -0.03 -0.21
C -0.08 -0.14 -0.01
H -0.30 0.26 -0.34
C 0.24 0.13 0.15
C -0.13 0.67 -0.09
N -0.02 0.03 0.15
Br 0.18 0.54 -0.56
C 0.15 0.05 -0.02
H -0.09 -0.16 0.01
C 0.02 0.01 -0.17
C -0.58 0.19 -0.04
H -0.02 0.02 -0.01
N 0.07 -0.02 0.01
H 0.02 0.00 -0.04
C 0.20 -0.03 0.01
C -0.16 0.68 -0.09
H -0.01 -0.04 -0.07
H -0.02 0.01 0.03
C 0.14 -0.12 0.09
C -0.09 0.19 0.69
C 0.01 -0.03 0.01
H 0.03 -0.40 0.15
N 0.08 -0.07 0.02
H -0.39 -0.25 0.03
H 0.01 -0.04 0.01
H 0.12 -0.11 -0.08
C 0.09 -0.07 -0.70
O 0.24 -0.17 -0.01
P -1.12 -0.20 -1.91
H 0.35 -0.05 0.30
O -0.05 0.17 0.23
C -0.15 -0.08 -0.07
H 0.12 0.01 -0.09
P 0.26 0.68 1.60
C -0.11 0.12 -0.07
C 0.02 0.03 0.01
C 0.00 -0.03 -0.14
H 0.01 -0.09 -0.40
H -0.02 0.04 -0.01
C 0.13 0.17 0.01
O 0.64 -0.29 0.10
O 0.17 0.26 0.06
H 0.01 -0.05 -0.02
O 1.35 0.33 -0.13
C 0.23 -0.63 0.10
C 0.15 0.04 -0.02
H -0.17 0.45 -0.84
C 0.00 0.00 0.02
C -0.14 -0.02 0.00
C 0.00 0.05 0.19
C 0.48 -0.29 1.05
C -0.44 -0.55 0.67
H -0.01 0.01 0.03
C -0.27 0.10 0.61
H 0.06 0.10 0.14
H 0.02 0.00 -0.02
O -0.19 -0.25 0.07
C 0.09 -0.11 0.05
Br -0.25 0.76 -0.05
N -0.08 -0.11 0.00
N 0.03 -0.11 0.03
H -0.07 -0.06 -0.13
H 0.05 -0.22 -0.31
H -0.04 0.10 -0.14
C -0.10 -0.01 0.68
H 0.01 -0.04 0.01
H -0.04 -0.03 0.00
N -0.12 0.04 0.08
C 0.01 0.01 -0.14
O 0.31 -0.02 0.00
H -0.35 0.02 -0.39
H 0.14 -0.10 0.00
C -0.15 -0.05 0.02
C 0.01 0.04 0.16
O 0.01 0.06 0.02
C 0.17 -0.71 -0.81
C -0.12 -0.16 0.03
H -0.02 0.04 -0.01
C -0.20 -0.06 0.01
C -0.15 -0.02 -0.01
H -0.28 -0.14 0.31
H 0.14 -0.11 0.00
O -0.26 -0.14 0.05
H -0.01 0.06 -0.14
C -0.20 -0.08 0.02
C 0.09 0.11 -0.02
H 0.01 -0.04 0.01
O -0.22 0.14 -0.13
O -0.28 -0.14 0.03
H -0.09 -0.16 0.01
H 0.01 -0.03 0.01
H -0.12 0.13 0.32
C 0.20 0.02 -0.01
O 0.28 0.13 -0.12
H -0.03 0.15 0.08
H -0.08 -0.09 0.14

Computed properties:
LUMO level	-0.86	eV
HOMO-LUMO gap	0.2474	Ha
E_HOMO	-7.59	eV
molar mass	1034.55	g/mol
E_tot	-8685.05973	hartree
SMILES	C[C@H](Br)[C@@H](Br)[PH]#P(C)O.O=[N+]([O-])c1ccccc1.O=[N+]([O-])c1ccccc1.O=[N+]([O-])c1ccccc1.O=[N+]([O-])c1ccccc1.O=[N+]([O-])c1ccccc1.O=[N+]([O-])c1ccccc1

The following is a DFT calculation (ωB97M-V/def2-TZVPD) of a cluster of 9 separate species, C42H94BN8O12 in total.

Cartesian coordinates (Å):
O (-4.66580, 3.45321, -5.25591)
H (6.63519, -4.62911, 3.83439)
O (-4.15372, -1.82616, -6.22650)
H (7.55320, 2.05331, -0.73355)
C (1.30822, 3.27574, 1.65759)
H (5.55576, -8.19137, 3.47348)
H (10.83360, -2.51241, 7.30854)
C (5.46333, -1.85550, 2.98232)
C (-2.92934, 2.13686, 4.62757)
C (-7.94730, -0.64204, -8.44998)
C (6.99070, 1.38864, -0.06397)
H (-5.08330, 7.17062, -5.19706)
H (1.24771, -0.20394, -0.22473)
O (-6.53457, -2.51155, -2.09039)
H (2.99855, 3.14082, 2.99966)
H (1.10432, -2.60306, -1.15262)
C (-6.22822, 0.32327, -4.24528)
N (8.85052, -1.92726, 7.48117)
N (-9.30928, -0.23677, -8.76521)
H (-8.92909, -5.38133, -2.26184)
N (-5.50332, 5.36499, -6.13209)
H (-7.61173, -0.14938, -7.53920)
C (-4.92184, -1.63105, 0.64439)
C (-1.58344, 1.14262, 1.81051)
C (4.82580, 3.77191, 0.83242)
C (-4.06888, 1.87202, 6.75342)
H (7.48592, 2.77036, 1.51080)
H (3.85232, 5.40160, 2.81891)
H (6.99027, -1.96652, 8.46071)
C (-4.83574, -1.36792, -5.32199)
H (-7.68986, -6.50511, -2.84125)
H (2.98047, 4.53447, 0.02835)
H (-8.39420, -3.29853, -2.36194)
H (-5.56207, -1.63414, 1.53079)
C (3.11191, -0.87322, -2.88481)
H (-3.84499, 2.14517, 4.03746)
O (-8.72101, 1.95291, -8.89498)
B (0.52076, 1.96456, 2.21229)
H (-5.22141, 7.27707, -6.95821)
C (7.34739, -0.13523, 3.21581)
H (-2.52667, 1.12380, 4.62093)
H (-10.12186, -1.97044, -9.63158)
C (-10.34669, -1.23907, -8.85211)
H (3.05796, -1.64825, -3.67072)
H (1.26459, -2.60222, -2.91882)
H (4.91424, -0.98939, 3.35844)
C (-4.79630, 4.66215, -5.22258)
H (4.76918, -6.96892, 2.46144)
H (1.75367, 4.24081, 3.52689)
H (5.30828, 1.13837, -1.33834)
H (7.28480, 0.37261, -0.34723)
C (6.62057, -5.67852, 4.12788)
H (-6.87118, 3.91641, -6.82280)
H (-4.12372, 0.93288, -6.60111)
H (-10.61800, 1.27936, -9.19579)
C (7.80134, -1.27135, 8.24229)
H (-3.83878, -0.00843, 2.83917)
O (7.41332, -2.41186, 5.79909)
H (2.01310, 1.02031, -1.25212)
H (5.98599, -8.04701, 1.76193)
C (-5.58551, -5.04424, -1.69301)
H (-6.67710, 7.10063, -5.96399)
H (5.38076, -2.62866, 3.74732)
O (0.53881, 0.80749, 1.18559)
H (-5.42839, -1.14038, -0.18688)
C (-5.63075, 6.80288, -6.06330)
H (-10.45841, -1.77050, -7.90447)
H (4.86391, 1.12308, 0.35672)
H (-2.72990, -1.77448, 2.49343)
N (6.76380, -6.54718, 2.97011)
C (3.73956, 4.84590, 0.74969)
H (-5.41906, 4.08909, -7.80293)
C (6.93755, -1.51332, 2.70069)
H (-5.53079, 0.23546, -7.39656)
H (-8.00241, -6.34782, -1.10463)
O (-0.98793, 2.24584, 2.38647)
H (4.55193, 3.02378, 1.58165)
C (-9.55848, 1.07295, -8.96257)
H (6.41242, 1.79708, 3.24130)
C (1.09450, -1.97381, -2.04515)
H (0.10531, -1.52019, -2.13108)
C (10.19066, -1.99114, 8.01602)
O (8.80218, -5.68568, 2.45806)
N (-6.97888, -4.72983, -1.97026)
H (-1.45187, 0.28695, 2.50320)
H (-5.71760, 1.65111, -6.32355)
C (2.09614, 0.00198, -0.87384)
H (-3.11519, -0.68274, -0.02069)
H (7.56154, -2.27101, 3.17981)
H (-4.72195, -2.65226, 0.31945)
H (-1.42082, 3.56580, 6.47413)
O (3.98627, -0.02582, -2.85290)
H (-5.48664, -6.12168, -1.58068)
H (7.88758, -7.13686, 1.36247)
H (0.61712, 4.06160, 1.31946)
C (-6.15221, 4.63808, -7.21125)
H (-5.05475, -1.92894, -4.39791)
C (-7.31971, -3.43854, -2.15020)
H (5.74831, 4.25242, 1.18323)
H (7.13813, -1.57349, 1.62558)
C (5.51182, 1.61234, -0.37730)
H (-4.81166, 0.67090, 1.53370)
H (-6.28291, -0.44477, -3.47451)
H (-2.80234, 3.90707, 7.53395)
H (7.13871, -0.09259, 4.28898)
H (-4.34167, 5.28933, -4.43823)
H (-0.77744, 1.88061, 0.03085)
C (3.07342, 5.11735, 2.09506)
O (-4.69171, 0.88567, 6.39560)
N (-3.19939, 2.55899, 5.99869)
H (8.22293, -0.90196, 9.17489)
H (2.39879, 5.97779, 2.00782)
C (7.88179, -6.44514, 2.22375)
H (8.50189, 1.34721, 1.45170)
H (-0.99582, 0.11327, -0.09532)
C (8.52805, -2.45415, 6.27993)
C (2.30183, 3.90354, 2.63715)
H (-2.19926, 2.79566, 4.16602)
H (-7.26932, -0.35618, -9.25431)
C (-7.94675, -5.79969, -2.04769)
H (7.44500, -5.83807, 4.82367)
H (-6.67279, 5.34730, -7.85080)
H (4.15757, 3.09595, -1.08581)
C (7.46303, 1.68627, 1.36843)
H (-2.73294, 4.60352, 5.90451)
C (-5.18549, 0.71921, -6.48292)
H (-7.24188, 0.53486, -4.59825)
H (10.59772, -0.99075, 8.18028)
H (4.17344, 5.77458, 0.35561)
H (1.85509, 2.94327, 0.76330)
H (9.38251, -2.92521, 5.76407)
O (-2.67696, -1.88092, 1.53517)
C (5.71176, -7.48570, 2.65400)
H (8.43158, -0.02547, 3.09340)
H (3.01256, -0.06089, -0.28811)
H (5.84242, 3.60945, -1.08957)
H (10.21120, -2.53109, 8.96578)
N (-5.40343, -0.14949, -5.33968)
H (-7.91696, -1.72030, -8.31370)
C (-0.72277, 0.92546, 0.58849)
H (-4.17933, 2.29388, 7.77007)
N (2.12374, -0.96148, -1.97399)
H (-5.81715, 1.23587, -3.81089)
H (4.93948, -2.19661, 2.08809)
C (5.08452, 3.07184, -0.50426)
C (-3.58319, -0.95642, 0.92869)
C (-3.81446, 0.29343, 1.77471)
O (-2.96364, 1.38972, 1.60265)
H (-4.94455, -4.70418, -2.50655)
H (-11.29365, -0.75790, -9.09218)
H (5.67849, -5.89932, 4.62431)
H (-5.25285, -4.55349, -0.77936)
H (7.37942, -0.43826, 7.67978)
H (5.68755, 0.68031, 2.11382)
C (6.64712, 1.03108, 2.49831)
H (0.98929, 1.54092, 3.28255)
C (-2.50117, 3.72007, 6.50325)

Cartesian forces, eV/Å:
O -0.03 0.16 0.09
H 0.00 0.01 0.01
O -0.09 0.03 0.06
H 0.07 -0.13 -0.02
C 0.21 0.00 0.00
H 0.01 -0.01 0.00
H 0.01 0.00 0.01
C 0.00 0.10 0.01
C -0.11 0.02 0.17
C -0.11 0.09 0.00
C 0.13 0.25 0.02
H 0.00 0.01 0.00
H 0.40 -0.02 -0.23
O -0.11 -0.02 -0.13
H -0.03 0.00 -0.04
H -0.01 0.00 0.01
C 0.03 -0.03 0.05
N -0.01 0.00 0.04
N 0.02 -0.05 -0.03
H -0.01 -0.01 0.00
N -0.02 0.01 0.00
H 0.01 -0.05 0.02
C 0.31 -0.09 -0.22
C -0.08 -0.02 0.76
C 0.16 0.28 -0.12
C -0.05 -0.04 0.01
H -0.06 -0.05 0.01
H -0.09 0.05 -0.03
H 0.00 -0.01 0.00
C 0.04 -0.08 -0.08
H -0.01 0.01 -0.01
H 0.00 0.03 0.05
H 0.01 0.01 0.02
H -0.01 -0.08 -0.04
C -0.35 0.01 0.35
H 0.00 0.02 0.01
O -0.06 -0.06 0.00
B -0.18 -0.18 0.22
H 0.01 0.00 0.00
C 0.03 -0.03 -0.11
H 0.03 0.00 -0.03
H -0.01 0.01 -0.01
C 0.03 0.02 0.00
H 0.00 0.01 -0.01
H -0.01 -0.02 -0.02
H 0.00 -0.01 -0.05
C 0.00 -0.07 -0.03
H 0.00 0.00 -0.01
H 0.04 -0.11 0.02
H -0.04 -0.13 0.10
H -0.14 -0.06 0.12
C 0.08 0.05 -0.02
H -0.01 0.01 0.00
H -0.01 0.07 0.02
H 0.01 0.00 0.00
C 0.02 0.00 -0.01
H 0.00 -0.09 -0.06
O 0.03 -0.12 0.10
H -0.04 0.02 -0.03
H -0.01 -0.01 0.00
C -0.01 0.01 -0.01
H 0.00 0.00 0.01
H 0.00 0.01 0.00
O -0.41 0.66 0.61
H -0.14 0.09 0.15
C 0.00 -0.04 -0.01
H -0.01 0.01 0.01
H 0.04 -0.05 -0.09
H 0.05 0.02 -0.15
N -0.03 0.01 0.03
C 0.09 0.19 -0.04
H 0.00 0.00 -0.01
C -0.07 -0.16 -0.03
H 0.06 0.00 -0.03
H -0.01 0.01 0.01
O 0.44 -0.08 -0.19
H -0.04 0.03 -0.08
C 0.04 0.07 0.02
H -0.08 0.01 -0.05
C 0.08 0.06 0.00
H -0.01 0.01 0.01
C -0.04 0.02 -0.01
O -0.06 -0.07 0.00
N 0.01 -0.01 0.00
H -0.29 -0.23 -0.22
H 0.05 -0.02 -0.02
C -0.12 -0.43 -0.26
H -0.05 0.10 0.05
H 0.07 0.04 -0.09
H -0.11 -0.03 0.12
H 0.00 -0.01 0.00
O 0.17 -0.05 -0.28
H 0.01 0.00 0.00
H 0.00 0.02 0.01
H -0.06 -0.09 -0.01
C 0.01 0.00 0.01
H 0.01 0.01 0.00
C 0.07 0.01 0.01
H -0.06 -0.15 0.14
H 0.00 0.05 0.04
C 0.12 -0.06 -0.33
H 0.02 0.03 0.04
H -0.01 0.00 0.00
H 0.01 0.01 0.01
H 0.00 -0.05 -0.03
H 0.00 0.00 -0.01
H -0.21 -0.22 -0.22
C 0.16 -0.14 0.07
O 0.04 0.05 0.01
N 0.04 0.06 -0.06
H -0.01 0.00 0.00
H -0.01 -0.09 -0.04
C 0.07 0.02 0.02
H 0.01 0.11 0.00
H 0.18 -0.27 0.29
C -0.06 0.04 -0.12
C -0.25 0.23 0.12
H -0.03 -0.08 0.01
H 0.02 -0.02 0.01
C 0.03 0.01 0.00
H -0.01 0.01 0.03
H 0.00 -0.01 -0.01
H 0.04 -0.01 -0.01
C -0.05 -0.13 -0.11
H -0.01 0.00 0.00
C 0.08 -0.18 -0.07
H -0.01 0.02 0.02
H 0.01 0.00 -0.01
H -0.02 -0.06 0.00
H -0.03 0.02 0.02
H -0.02 -0.01 0.01
O -0.03 0.01 0.15
C 0.00 0.05 -0.02
H -0.02 0.02 0.13
H 0.00 -0.04 0.01
H -0.13 0.05 -0.01
H 0.00 -0.01 0.00
N -0.10 0.05 0.04
H 0.01 0.00 0.01
C 0.03 0.50 -0.26
H 0.00 0.00 -0.01
N 0.31 0.06 -0.22
H 0.03 0.01 -0.04
H 0.00 -0.04 0.03
C 0.02 -0.07 0.15
C -0.01 -0.07 -0.03
C -0.15 0.14 0.08
O 0.18 0.16 -0.38
H 0.00 0.00 -0.01
H -0.01 -0.01 0.00
H 0.00 0.00 -0.01
H -0.01 -0.01 0.01
H 0.00 0.00 0.00
H -0.01 0.09 0.07
C 0.13 0.08 0.19
H 0.02 0.04 -0.15
C 0.00 -0.04 0.02

Computed properties:
total charge	-1
LUMO level	1.66	eV
HOMO-LUMO gap	0.2307	Ha
E_HOMO	-4.62	eV
molar mass	914.07	g/mol
E_tot	-3022.57006	hartree